No. 1
2 unconnected molecules or ions with the total composition C5H14, computed with wB97M-V/def2-TZVPD.

XYZ file:
```
19
C5H14, DFT wB97M-V/def2-TZVPD
C 3.10 0.82 -0.63
C 2.32 0.36 0.60
C -2.17 -1.09 -1.11
C -1.54 0.49 0.82
C -2.28 -0.77 0.38
H 2.72 0.33 -1.52
H 4.16 0.57 -0.58
H -3.31 -0.65 0.73
H -1.58 0.64 1.91
H -1.88 -1.62 0.93
H 2.96 1.89 -0.79
H 2.80 -0.48 1.10
H -1.94 -2.15 -1.23
H -3.02 -0.82 -1.73
H 1.31 0.05 0.31
H -1.99 1.40 0.42
H -1.27 -0.61 -1.50
H -0.51 0.54 0.49
H 2.14 1.09 1.39
```

Summary:
LUMO energy   1.1193 eV
HOMO-LUMO gap   12.416 eV
Molecular weight   74.167 g/mol
SMILES   CCC.CC
DFT total energy   -5411.7114 eV
Highest occupied orbital energy   -11.3 eV


No. 2
A molecular structure, C40H49IOP2RuTe4, computed with wB97M-V/def2-TZVPD.

XYZ file:
```
98
C40H49IOP2RuTe4, DFT wB97M-V/def2-TZVPD
I 0.44 -0.24 -2.48
Te 0.27 -0.12 2.70
Te 4.34 -0.08 1.78
Te 2.60 -0.97 3.66
Te 2.74 0.95 -0.04
Ru 0.28 -0.18 0.15
P -2.03 2.72 0.00
P -1.34 -1.89 0.08
O -1.16 1.47 0.20
C -3.50 2.29 -1.00
C 1.67 -4.41 1.01
C -4.45 2.37 -3.90
C -3.99 -1.11 0.37
C -0.19 -5.13 2.35
C 1.13 -5.27 1.96
C -2.03 -2.66 -1.43
C -5.16 -0.84 1.06
C -2.85 -1.55 1.04
C -3.55 -4.09 -3.31
C -3.69 2.49 3.74
C -0.44 -3.25 0.87
C -5.21 2.95 -2.70
C -2.90 -1.70 2.43
C -1.96 -1.72 -5.64
C -1.92 -2.30 -2.82
C -0.98 -4.12 1.81
C -5.21 -1.02 2.44
C -1.46 5.46 -0.79
C 0.98 4.37 0.44
C -1.08 -1.32 -3.42
C 0.65 5.85 0.56
C -4.99 3.86 2.05
C -3.58 -4.46 -2.00
C -4.08 -1.45 3.12
C -5.02 3.20 3.43
C 0.42 3.81 -0.86
C -3.60 4.41 1.73
C -2.54 3.27 1.65
C -3.14 1.24 -2.08
C -4.25 3.47 -1.64
C -3.00 2.05 2.46
C -0.86 6.08 0.47
C -1.10 -1.03 -4.77
C -2.74 -2.71 -5.13
C 0.89 -3.41 0.47
C -2.73 -3.02 -3.75
C -2.82 -3.73 -1.08
C -1.10 3.98 -0.98
C -3.08 1.83 -3.48
H -3.39 -3.29 -5.77
H -3.92 0.47 -2.08
H -3.02 3.17 4.28
H -1.37 3.70 -2.00
H 0.88 4.34 -1.70
H -2.21 0.73 -1.82
H -5.28 3.13 1.29
H -5.85 2.19 -2.25
H 1.32 -2.76 -0.30
H -1.96 -1.49 -6.69
H 1.14 6.39 -0.26
H -4.14 -4.61 -4.05
H -4.79 4.04 -0.88
H -5.84 2.49 3.48
H -1.07 7.15 0.48
H -2.14 1.41 2.68
H -2.53 5.62 -0.81
H -3.69 1.43 1.87
H -1.62 3.63 2.11
H -6.12 -0.83 2.97
H -2.04 -2.06 2.98
H -4.32 3.13 -4.67
H -0.44 -0.29 -5.18
H -1.34 5.68 1.36
H -3.54 4.16 -2.11
H 0.67 2.75 -0.98
H -2.01 -4.03 2.12
H -4.11 -1.61 4.18
H -0.62 -5.80 3.08
H 2.06 4.23 0.48
H -5.72 4.66 2.00
H 2.70 -4.53 0.69
H -2.74 1.07 -4.19
H -2.90 -4.01 -0.04
H -5.88 3.75 -3.02
H -4.17 1.80 -0.28
H -3.30 5.09 2.53
H -3.62 5.00 0.83
H -1.06 5.99 -1.66
H -3.98 -1.01 -0.71
H -6.04 -0.51 0.52
H 0.56 3.81 1.29
H 1.74 -6.06 2.39
H 1.04 6.26 1.49
H -2.32 2.62 -3.52
H -5.04 1.57 -4.35
H -4.18 -5.29 -1.66
H -5.21 3.96 4.19
H -3.86 1.64 4.40
```

Summary:
LUMO energy (spin up / spin down)   -6.3866 / -7.8221 eV
Expectation value of S²   6.04
HOMO-LUMO gap (spin up / spin down)   6.571 / 5.493 eV
Molecular weight   1346.153 g/mol
DFT total energy   -102745.5602 eV
Multiplicity   5
Highest occupied orbital energy (spin up / spin down)   -13.0 / -13.3 eV
Total charge   +2


No. 3
A single C26H32N6OS molecule in a non-equilibrium geometry, computed with wB97M-V/def2-TZVPD.

XYZ file:
```
66
C26H32N6OS, DFT wB97M-V/def2-TZVPD
S -1.23 -0.26 -1.94
O -1.06 -1.18 1.88
N 3.54 1.30 -1.26
N 4.15 0.54 -2.15
N 0.71 1.10 0.31
N 3.17 -0.78 -0.83
N -3.07 -0.88 0.92
N 3.94 -0.69 -1.91
C -0.80 -1.08 -3.39
C 1.10 -3.28 0.87
C 1.27 -2.27 -0.26
C 4.14 1.69 1.97
C -4.83 2.02 -0.46
C -1.84 -0.43 1.32
C -0.21 1.49 1.36
C 0.19 0.74 -2.04
C -5.52 -2.19 0.15
C 2.79 -2.07 -0.33
C -1.59 0.98 1.04
C 2.74 2.09 1.52
C 2.09 0.91 0.74
C -3.83 1.23 0.12
C -6.02 1.45 -0.83
C 0.49 1.75 -0.98
C 3.33 -2.37 1.08
C -4.06 -0.14 0.33
C -5.28 -0.72 -0.06
C -6.24 0.09 -0.63
C 2.78 3.40 0.75
C 2.11 -2.81 1.91
C 0.91 0.44 -3.15
C -2.55 1.76 0.50
C 2.92 0.50 -0.42
C 0.35 -0.60 -3.92
H -2.38 2.81 0.33
H -3.25 -1.87 1.09
H -4.64 3.07 -0.62
H -6.51 -2.46 -0.22
H 3.34 3.28 -0.17
H 4.57 2.47 2.61
H -0.34 2.45 -0.89
H 2.36 -3.58 2.63
H 4.12 0.76 2.54
H -5.48 -2.45 1.21
H -7.18 -0.34 -0.93
H -4.78 -2.78 -0.39
H 1.34 -4.29 0.53
H -6.79 2.05 -1.28
H 0.08 -3.27 1.27
H 1.37 2.31 -1.30
H 3.83 -1.51 1.51
H 3.28 4.16 1.36
H 1.78 3.76 0.53
H 0.78 -1.34 0.02
H 3.22 -2.76 -1.06
H 0.12 0.99 2.28
H 4.06 -3.18 1.03
H 1.68 -1.96 2.45
H -0.23 2.58 1.52
H 0.79 -0.98 -4.83
H 1.83 0.94 -3.41
H 2.06 0.06 1.45
H 0.86 -2.61 -1.21
H 4.80 1.57 1.11
H -1.44 -1.86 -3.76
H 2.13 2.24 2.42
```

Summary:
LUMO energy   0.0897 eV
HOMO-LUMO gap   8.520 eV
Molecular weight   476.650 g/mol
SMILES   Cc1cccc2cc(CN(Cc3cccs3)[C@@H](c3nnnn3C3CCCC3)C(C)C)c(=O)[nH]c12
DFT total energy   -49305.2656 eV
Highest occupied orbital energy   -8.4 eV


Question: Among the records above, which one has the lowest molecular weight?
Answer: C5H14


Question: Which of these has the lowest molecular weight?
Answer: C5H14